1.
C5H13N3 | ωB97M-V with the def2-TZVPD basis set

Each atom is followed by the atoms it is bonded to, with distances in Å.
Cartesian coordinates (Å):
1 H -0.915 -1.496 0.489  C17 1.093
2 H 0.691 -1.848 -0.762  C8 1.086
3 H -2.567 -0.798 -1.268  C4 1.090
4 C -1.684 -0.186 -1.085  H3 1.090, C17 1.534, H18 1.086, H21 1.089
5 H 2.966 0.764 0.623  C14 1.096
6 C 0.044 0.423 0.645  N9 1.430, N11 1.262, C17 1.509
7 H 2.774 1.070 -1.118  C14 1.092
8 C 1.543 -1.208 -0.558  H2 1.086, N9 1.442, H16 1.093, H19 1.099
9 N 1.138 0.137 -0.230  C6 1.430, C8 1.442, C14 1.447
10 H -2.630 0.778 1.165  N13 1.016
11 N 0.117 1.420 1.415  C6 1.262, H20 1.014
12 H -2.917 -0.819 1.372  N13 1.014
13 N -2.191 -0.111 1.385  H10 1.016, H12 1.014, C17 1.514
14 C 2.255 1.054 -0.158  H5 1.096, H7 1.092, N9 1.447, H15 1.087
15 H 1.868 2.040 0.084  C14 1.087
16 H 2.147 -1.185 -1.469  C8 1.093
17 C -1.154 -0.440 0.332  H1 1.093, C4 1.534, C6 1.509, N13 1.514
18 H -0.937 -0.425 -1.836  C4 1.086
19 H 2.152 -1.647 0.245  C8 1.099
20 H -0.742 1.614 1.918  N11 1.014
21 H -1.956 0.864 -1.189  C4 1.089

The SMILES is [H]/N=C(\[C@H](C)N)N(C)C. Its HOMO-LUMO gap is 9.4 eV. As for the energy above the lowest of the compared OMol25 structures with the same formula, charge and spin: 13.7 kcal per mole. The calculation puts the HOMO energy at -8.51 eV. The calculation puts the LUMO energy at 0.90 eV. Its total energy is -362.56037 a.u.


2.
C3H2Cl2N2 | ωB97M-V with the def2-TZVPD basis set

Each atom is followed by the atoms it is bonded to, with distances in Å.
Cartesian coordinates (Å):
1 C 1.978 -0.195 -0.631  C2 1.592, N7 1.310
2 C 1.466 1.024 0.255  C1 1.592, N7 1.427, H8 1.168, Cl9 1.780
3 C -0.095 -1.260 -1.597  N4 1.297, Cl6 1.724
4 N -0.233 -0.854 -0.373  C3 1.297, H5 0.982, N7 1.324
5 H -0.885 -0.908 0.359  N4 0.982
6 Cl -1.580 -2.040 -1.997  C3 1.724
7 N 0.867 -0.256 0.060  C1 1.310, C2 1.427, N4 1.324
8 H 1.045 1.906 -0.384  C2 1.168
9 Cl 1.779 1.331 1.980  C2 1.780

Its HOMO-LUMO gap is 9.0 eV. As for the energy above the lowest of the compared OMol25 structures with the same formula, charge and spin: 162.8 kcal per mole. The calculation puts the HOMO energy at -9.37 eV. The calculation puts the LUMO energy at -0.33 eV. Its total energy is -1145.15978 a.u.